Record 1
Computed, not measured: an isolated molecule of C9H8N2O2 in a non-equilibrium geometry, with the ωB97M-V functional and the def2-TZVPD basis.

Each line ends with the Löwdin charge.
Positions of all 21 atoms, in Å:
C: 2.123 -0.833 -0.047  -0.539
C: 3.844 0.806 -0.584  -0.308
C: 0.457 -0.380 1.515  -0.074
C: -0.718 -0.087 0.656  -0.196
C: -1.211 1.251 0.621  -0.023
C: -2.285 1.577 -0.212  -0.078
C: -2.928 0.559 -0.920  -0.099
C: -2.535 -0.771 -0.847  -0.081
C: -1.425 -1.080 -0.068  -0.031
H: 3.708 -1.081 -1.412  0.180
H: 0.491 0.146 2.439  0.122
H: 0.491 -1.465 1.710  0.132
H: -0.642 2.046 1.111  0.118
H: -2.601 2.621 -0.308  0.107
H: -3.784 0.793 -1.536  0.098
H: -3.086 -1.522 -1.460  0.120
H: -1.050 -2.099 -0.009  0.111
N: 3.222 -0.342 -0.861  0.128
N: 4.485 1.757 -0.421  0.151
O: 1.718 -1.948 -0.216  0.118
O: 1.725 0.050 0.848  0.044

Atomic forces in eV per Å
C 1.5598 0.0176 -0.9686
C 1.0449 0.6292 -0.1396
C 0.6306 -1.1450 -0.7271
C -1.8045 1.2059 -0.3316
C 0.5389 -0.7034 -0.9077
C 0.2761 -0.2483 0.3093
C -0.3212 0.2068 0.0285
C -0.0042 0.0545 -0.2986
C 0.8460 0.0813 0.5696
H -0.6220 1.0475 0.7060
H -0.1685 0.5542 0.5726
H 0.3316 0.5061 -0.0470
H -0.2957 -0.3023 0.0682
H 0.0280 -0.4823 0.0514
H -0.0311 0.1808 -0.0931
H 0.6629 0.5549 0.7788
H -0.0844 0.0856 -0.0596
N -1.0245 -1.2625 0.5815
N -0.6331 -0.5295 -0.0256
O -0.1643 -0.0307 -0.1088
O -0.7653 -0.4201 0.0414

Computed properties:
Relative energy (zero: lowest compared OMol25 entry of this formula, charge and spin) ... 116.8 kJ/mol
Gap between HOMO and LUMO ... 10.3 eV
HOMO level ... -9.7 eV
SMILES string ... N#CNC(=O)OCc1ccccc1
2S+1 ... 1

Record 2
Computed, not measured: an isolated molecule of C9H8N2O2 in a non-equilibrium geometry, with the ωB97M-V functional and the def2-TZVPD basis.

Each line ends with the Löwdin charge.
Positions of all 21 atoms, in Å:
C: 0.058 1.041 2.250  0.036
C: -1.877 -0.414 1.940  0.056
C: 0.383 0.851 0.965  -0.051
C: -2.148 -0.879 -0.745  -0.033
C: -1.572 -0.424 0.594  -0.159
C: -1.125 0.390 2.908  -0.473
C: -0.179 -0.162 -1.134  -0.222
C: 0.991 -0.138 -1.936  -0.248
C: 2.363 -0.177 -1.378  -0.023
N: -1.341 -0.695 -1.742  0.149
N: -0.345 -0.016 0.215  -0.017
O: -1.509 0.583 4.016  0.056
O: 0.813 0.064 -3.302  0.042
H: 0.647 1.669 2.936  0.121
H: -2.950 -0.810 2.132  0.145
H: 1.266 1.230 0.486  0.118
H: -3.032 -1.513 -0.789  0.114
H: 2.145 -0.377 -0.350  0.063
H: 2.904 -1.019 -1.860  0.114
H: 2.806 0.791 -1.483  0.089
H: 1.704 0.003 -3.723  0.123

Atomic forces in eV per Å
C 0.0009 0.2506 1.7838
C -3.1891 -0.7175 -1.7244
C 0.5240 -0.3677 1.1438
C 0.0992 -0.7527 1.2067
C -0.2850 -1.2311 0.3120
C 0.4908 -0.4026 -3.4630
C 2.1934 -0.8527 -4.9313
C -2.9053 0.9280 0.5136
C -1.1063 -0.7185 -0.5497
N -0.3766 0.6125 1.9018
N 0.9778 1.1264 -0.5278
O -0.2032 0.4825 2.4742
O 1.2401 -0.6916 1.0713
H -0.2052 -0.1681 -0.6863
H 2.0318 0.8118 0.3006
H 0.0427 0.4403 0.0713
H -0.0633 0.5290 -0.2825
H 0.8595 -0.3779 0.7346
H 0.0386 0.6883 0.4010
H 0.8586 0.4292 -0.1406
H -1.0233 -0.0182 0.3908

Computed properties:
Relative energy (zero: lowest compared OMol25 entry of this formula, charge and spin) ... 316.0 kJ/mol
Gap between HOMO and LUMO (alpha / beta) ... 7.2 / 7.2 eV
HOMO level (alpha / beta) ... -7.7 / -7.7 eV
SMILES string ... C/C(O)=c1/ncc2cc(=O)ccn12
2S+1 ... 1

Record 3
Computed, not measured: an isolated molecule of C9H8N2O3S in a non-equilibrium geometry, with the ωB97M-V functional and the def2-TZVPD basis.

Each line ends with the Löwdin charge.
Positions of all 23 atoms, in Å:
C: 3.366 -0.817 0.049  -0.095
C: 3.291 0.568 0.088  -0.089
C: 2.236 -1.629 0.142  -0.020
C: 2.084 1.252 -0.012  -0.069
C: 0.995 -0.974 0.073  -0.210
C: 0.961 0.459 -0.082  -0.249
C: -0.270 -1.737 0.050  -0.018
C: -1.369 -0.981 0.200  -0.114
C: -2.827 -1.215 0.138  -0.544
N: -0.697 2.374 0.666  -0.166
N: -3.607 -0.147 0.263  0.161
O: -3.259 -2.383 -0.097  0.016
O: -1.401 1.159 -1.359  -0.366
O: -1.610 3.294 0.277  -0.034
S: -0.783 0.898 -0.080  0.906
H: 4.294 -1.297 -0.268  0.108
H: 4.330 1.104 -0.002  0.143
H: 2.251 -2.714 0.088  0.118
H: 2.015 2.247 -0.334  0.100
H: -0.279 -2.754 -0.118  0.106
H: -3.117 0.658 0.526  0.048
H: -4.648 -0.393 0.387  0.182
H: -1.955 3.030 -0.595  0.087

Atomic forces in eV per Å
C -0.1180 -1.3832 -0.1708
C 2.3325 1.5066 -0.8383
C -0.3569 1.2646 -0.7199
C 0.6482 -1.4703 -0.3880
C -0.0506 -0.4581 -0.4552
C -2.6218 -2.0294 0.9268
C 0.7401 3.2779 0.8638
C 0.0538 1.0717 -1.3462
C 0.0219 -3.9571 -0.9981
N -0.4711 2.9655 1.8930
N -2.9360 -1.8091 0.1274
O 1.0514 2.8455 0.6977
O -1.1527 0.9449 -1.2432
O 0.9357 -0.3413 -0.0589
S 2.2927 -3.8044 0.1026
H 0.0455 0.2265 0.7827
H -2.3608 -0.7298 0.1768
H 0.2404 0.1708 0.1172
H 0.1276 1.5088 0.3278
H -0.0753 -2.1900 0.2285
H -0.5111 1.5716 0.6286
H 2.4477 1.2292 -0.2070
H -0.2831 -0.4108 -0.4472

Computed properties:
⟨S²⟩ ... 2.0141
Relative energy (zero: lowest compared OMol25 entry of this formula, charge and spin) ... 296.6 kJ/mol
Gap between HOMO and LUMO (alpha / beta) ... 6.0 / 6.9 eV
HOMO level (alpha / beta) ... -6.3 / -9.1 eV
2S+1 ... 3

Record 4
Computed, not measured: the ion C9H8N3O3 with charge +1 in a non-equilibrium geometry, with the ωB97M-V functional and the def2-TZVPD basis.

Each line ends with the Löwdin charge.
Positions of all 23 atoms, in Å:
C: -1.365 0.851 0.579  0.115
C: 3.339 1.481 0.071  -0.044
C: 2.149 1.858 0.649  0.006
C: 3.479 0.175 -0.338  -0.029
C: 1.087 0.944 0.515  -0.251
C: 2.353 -0.591 -0.520  -0.109
C: -3.466 -0.749 0.724  -0.360
C: -4.058 -1.475 -0.371  0.005
C: -2.527 0.516 0.191  0.059
N: -0.230 1.247 1.021  0.180
N: 1.148 -0.156 -0.257  0.144
N: -3.510 1.409 -0.613  -0.384
O: -3.522 -0.964 1.881  0.200
O: -3.639 1.266 -1.786  0.165
O: -4.039 2.161 0.101  0.190
H: 4.263 2.207 0.081  0.170
H: 2.147 2.824 1.106  0.117
H: 4.379 -0.308 -0.595  0.110
H: -0.306 1.956 1.845  0.244
H: 2.427 -1.574 -0.833  0.106
H: -4.839 -0.957 -0.951  0.113
H: -4.620 -2.307 0.121  0.132
H: -3.372 -1.734 -1.189  0.122

Atomic forces in eV per Å
C 1.3197 0.4326 -0.1324
C 2.8298 1.0580 0.4834
C -0.8986 -0.5735 -0.1762
C -0.2384 0.1196 -0.4124
C 0.6899 0.1161 -1.8698
C 0.0495 1.1165 0.3784
C 1.7082 1.0545 0.3652
C -2.0592 -1.4112 -1.0386
C -1.5682 -0.8023 0.1094
N -1.5886 1.5802 1.4844
N -1.4042 0.8635 2.4038
N 2.4319 -0.9598 -0.7407
O 0.0139 0.2585 0.0313
O 0.2339 -0.6345 -0.6516
O -1.7392 2.0000 1.8967
H -2.0437 -1.5503 0.0322
H -0.6764 0.3223 0.4045
H 1.2217 0.0401 -0.2589
H 0.3966 -1.6099 -1.6782
H 0.1186 -1.7514 -1.0279
H 0.1742 0.4749 0.5389
H 0.8163 0.1993 -0.7649
H 0.2125 -0.3433 0.6232

Computed properties:
Charge ... +1
Relative energy (zero: lowest compared OMol25 entry of this formula, charge and spin) ... 199.2 kJ/mol
Gap between HOMO and LUMO ... 8.1 eV
HOMO level ... -13.6 eV
SMILES string ... CC(=O)C(=C=[NH+]c1ccccn1)[N+](=O)[O-]
2S+1 ... 1

Record 5
Computed, not measured: a structure of composition C9H8N4 in a non-equilibrium geometry, with the ωB97M-V functional and the def2-TZVPD basis.

Each line ends with the Löwdin charge.
Positions of all 21 atoms, in Å:
C: 3.027 0.868 0.104  -0.044
C: 3.264 -0.487 -0.069  -0.063
C: 1.723 1.307 0.108  -0.038
C: -3.329 -1.311 0.137  -0.054
C: 2.195 -1.341 -0.095  -0.115
C: -3.884 -0.021 0.005  -0.171
C: -1.981 -1.165 -0.003  0.008
C: 0.680 0.425 -0.079  -0.300
C: -0.643 0.941 -0.036  -0.013
N: 0.910 -0.911 -0.187  0.100
N: -3.001 0.894 -0.150  0.066
N: -0.697 2.923 -0.023  0.157
N: -1.783 0.249 -0.149  -0.112
H: 3.771 1.546 0.190  0.073
H: 4.197 -0.961 -0.189  0.092
H: 1.311 2.388 0.220  0.112
H: -3.762 -2.215 0.305  0.063
H: 2.467 -2.333 -0.199  0.084
H: -4.950 0.338 -0.002  0.129
H: -1.029 -1.647 -0.032  0.082
H: -1.647 2.966 0.341  -0.055

Atomic forces in eV per Å
C -2.1641 -1.3353 -0.5432
C -0.6531 0.4091 0.4628
C -0.5750 2.7927 0.3049
C 1.8996 0.9729 -0.5202
C -1.7441 2.6425 -0.8922
C -2.3795 0.1859 0.1352
C 0.0996 2.8941 -0.0380
C 0.4600 -1.5669 0.2243
C 0.1915 5.3003 -0.4481
N 0.6334 -0.5986 0.4708
N 1.7297 1.1675 -0.1594
N 0.3125 -5.4516 -0.0205
N -1.7937 -1.1566 0.2774
H 2.4017 1.9795 0.2483
H 1.2998 0.0529 0.1762
H 1.6274 -1.8495 -0.1041
H -1.4875 -2.1787 0.2994
H -0.4383 -2.2524 -0.1216
H 1.2254 -0.8512 0.1126
H -0.0931 -1.1207 0.1771
H -0.5522 -0.0358 -0.0418

Computed properties:
Relative energy (zero: lowest compared OMol25 entry of this formula, charge and spin) ... 678.9 kJ/mol
Gap between HOMO and LUMO (alpha / beta) ... 8.9 / 6.4 eV
HOMO level (alpha / beta) ... -9.8 / -7.2 eV
2S+1 ... 1